Below is C39H40CaIN4O4S3Se as an isolated structure, with properties calculated with ωB97M-V/def2-TZVPD.

Structure (XYZ):
```
93
Properties=species:S:1:pos:R:3:mulliken_charge:R:1
Ca -0.385 0.313 0.336 1.68
I 2.936 -0.017 0.140 0.20
C 3.336 2.046 0.210 0.29
C 4.650 2.422 0.206 -0.67
C 4.981 3.793 0.245 -0.61
C 3.987 4.726 0.292 -0.87
C 2.622 4.344 0.290 1.16
C 1.607 5.330 0.328 -1.03
C 0.299 4.948 0.302 -1.06
C -0.042 3.577 0.230 0.12
C 0.874 2.539 0.202 0.34
C 2.244 2.966 0.242 -0.27
H 5.433 1.677 0.177 0.43
H 6.022 4.091 0.244 0.37
H 4.227 5.783 0.328 0.37
H 1.893 6.375 0.378 0.33
H -0.487 5.696 0.330 0.47
H -1.106 3.355 0.187 0.01
O -0.132 0.207 2.626 -0.41
S -0.489 0.169 4.080 0.05
C -1.530 -1.285 4.358 -1.05
C -1.165 -2.474 3.470 0.50
C -2.167 -2.601 2.331 0.11
C -1.915 -3.696 1.323 -1.34
S -0.580 -3.333 0.142 0.00
O -0.053 -1.927 0.339 -0.35
C 0.709 -4.300 0.962 0.45
C 0.630 -5.688 0.950 -0.62
C 1.633 -6.440 1.539 -0.57
C 2.723 -5.810 2.129 -0.55
C 2.808 -4.426 2.119 -0.48
C 1.804 -3.668 1.530 -0.14
C 0.997 -0.449 4.869 0.61
C 1.043 -0.619 6.247 -0.70
C 2.210 -1.080 6.832 -0.55
C 3.323 -1.353 6.045 -0.57
C 3.270 -1.157 4.673 -0.44
C 2.103 -0.699 4.076 -0.10
H -2.553 -0.951 4.175 0.54
H -1.426 -1.481 5.427 0.49
H -1.171 -3.384 4.076 0.47
H -0.148 -2.362 3.088 -0.49
H -2.290 -1.666 1.773 -0.55
H -3.165 -2.791 2.741 0.57
H -2.796 -3.736 0.662 0.26
H -1.684 -4.662 1.780 0.75
H -0.214 -6.178 0.476 0.47
H 1.569 -7.521 1.533 0.38
H 3.507 -6.400 2.587 0.37
H 3.658 -3.931 2.572 0.41
H 1.848 -2.586 1.509 -0.11
H 0.179 -0.391 6.860 0.42
H 2.255 -1.222 7.904 0.38
H 4.235 -1.710 6.506 0.37
H 4.140 -1.355 4.059 0.47
H 2.043 -0.528 3.010 -0.03
Se -3.233 -1.999 -0.997 -0.66
O -4.476 -1.021 -4.494 -0.54
C -5.508 -0.302 -3.860 -0.34
N -5.043 0.208 -2.597 0.23
C -5.230 1.450 -2.156 0.17
O -5.937 2.316 -2.678 -0.78
C -4.492 1.720 -0.878 0.30
C -5.011 2.534 0.103 -0.30
C -4.304 2.703 1.295 -1.16
C -3.100 2.039 1.438 -0.44
N -2.583 1.261 0.483 0.57
C -3.256 1.113 -0.659 -1.34
H -4.006 -1.532 -3.805 0.27
H -6.378 -0.952 -3.697 0.23
H -5.802 0.528 -4.503 0.37
H -4.450 -0.497 -2.081 -0.62
H -5.958 3.031 -0.072 0.47
H -4.684 3.324 2.095 0.44
H -2.518 2.133 2.351 0.42
H -2.780 0.526 -1.433 1.29
C 3.052 3.753 -3.059 -1.38
C 1.611 3.369 -3.007 0.82
C 0.563 4.235 -3.056 -0.86
C -0.743 3.695 -2.962 0.92
N -0.978 2.409 -2.850 -0.19
C 0.057 1.539 -2.802 -0.36
S -0.151 -0.110 -2.597 -0.29
N 1.329 2.051 -2.909 0.21
C -1.939 4.593 -2.991 -1.32
H 3.158 4.832 -2.972 0.32
H 3.495 3.429 -4.003 0.45
H 3.602 3.284 -2.240 0.22
H 0.730 5.300 -3.114 0.37
H 2.071 1.373 -2.796 0.32
H -1.722 5.554 -2.522 0.36
H -2.783 4.109 -2.502 0.20
H -2.225 4.780 -4.029 0.37
```

Summary:
* energy above the lowest of the compared OMol25 structures with the same formula, charge and spin: 1.387 eV
* maximum force: 0.889 eV Å⁻¹
* E_tot: -6601.5368 Ha
* total charge: -1
* E_LUMO: 1.83 eV



Below is C39H40Cl5N7O2S3Ti as an isolated structure at a distorted geometry, with properties calculated with ωB97M-V/def2-TZVPD.

Structure (XYZ):
```
97
Properties=species:S:1:pos:R:3:mulliken_charge:R:1
Ti 0.199 0.135 0.381 -1.58
N 1.493 -0.292 4.263 -0.02
C 0.420 -0.182 5.167 0.00
C 0.641 0.250 6.466 -0.81
C -0.418 0.328 7.358 -0.64
C -1.700 -0.003 6.950 -0.74
C -1.927 -0.405 5.641 -0.84
C -0.866 -0.507 4.759 1.13
S -1.108 -1.105 3.109 -0.16
N 0.194 -0.339 2.309 0.62
C 1.351 -0.221 2.919 0.65
C 2.498 -0.108 2.044 1.06
C 3.829 -0.164 2.461 -1.22
C 4.824 -0.342 1.527 -0.98
C 4.466 -0.492 0.192 -0.96
C 3.143 -0.347 -0.158 -0.86
N 2.172 -0.106 0.730 1.47
H 2.405 -0.108 4.645 0.13
H 1.642 0.521 6.784 0.39
H -0.238 0.655 8.373 0.39
H -2.526 0.053 7.646 0.41
H -2.925 -0.660 5.305 0.51
H 4.070 -0.095 3.513 0.47
H 5.862 -0.386 1.826 0.47
H 5.216 -0.699 -0.558 0.57
H 2.821 -0.402 -1.189 0.82
Cl 2.859 2.705 -0.396 -0.17
C 1.255 3.159 0.068 1.67
C 0.393 2.226 0.671 -1.61
C -0.782 2.808 1.178 0.88
Cl -1.859 1.777 2.050 -0.02
C -1.135 4.141 1.018 -0.43
Cl -2.613 4.740 1.651 -0.19
C -0.283 4.991 0.323 0.63
Cl -0.721 6.625 0.046 -0.17
C 0.935 4.502 -0.127 -0.57
Cl 2.029 5.561 -0.931 -0.14
C -7.242 -0.310 2.859 -1.57
C -6.076 -0.317 1.912 1.08
C -5.136 -1.343 1.950 -1.00
C -4.032 -1.328 1.112 -0.26
C -3.867 -0.273 0.231 0.08
C -4.802 0.748 0.153 -0.58
C -5.903 0.714 0.988 -0.90
S -2.430 -0.229 -0.798 0.86
O -1.831 1.099 -0.709 0.22
O -2.726 -0.717 -2.110 -0.76
N -1.327 -1.109 0.003 0.80
C -0.588 -2.140 -0.535 -0.04
C -0.996 -3.088 -1.480 -1.16
C -0.093 -4.070 -1.823 -0.54
C 1.174 -4.096 -1.240 -1.18
C 1.510 -3.084 -0.370 -0.04
N 0.654 -2.117 -0.033 0.55
H -7.232 -1.194 3.494 0.35
H -8.189 -0.281 2.318 0.37
H -7.201 0.572 3.499 0.35
H -5.268 -2.166 2.642 0.35
H -3.303 -2.126 1.148 0.45
H -4.659 1.563 -0.546 0.48
H -6.646 1.500 0.925 0.42
H -1.975 -3.021 -1.928 0.56
H -0.368 -4.823 -2.551 0.47
H 1.884 -4.879 -1.465 0.47
H 2.493 -3.028 0.087 0.46
C 5.224 1.723 -6.187 -1.16
C 3.763 1.421 -6.511 -0.32
C 3.192 0.246 -5.714 -0.79
C 3.154 0.451 -4.197 -0.64
N 2.402 1.641 -3.840 -0.17
C 1.288 1.723 -3.102 0.35
S 0.651 0.348 -2.315 -0.45
N 0.725 2.931 -3.038 0.20
C -0.657 3.213 -2.667 0.71
C -1.665 2.813 -3.748 -0.41
C -1.747 3.755 -4.949 -0.82
C -0.501 3.779 -5.838 -0.94
H 5.602 2.517 -6.831 0.39
H 5.846 0.841 -6.347 0.30
H 5.356 2.047 -5.152 0.25
H 3.673 1.181 -7.572 0.40
H 3.155 2.318 -6.359 0.14
H 3.793 -0.644 -5.915 0.38
H 2.175 0.039 -6.058 0.29
H 4.170 0.536 -3.799 0.31
H 2.665 -0.401 -3.733 0.44
H 2.711 2.488 -4.293 0.29
H 1.176 3.659 -3.573 0.40
H -0.722 4.284 -2.463 0.61
H -0.884 2.674 -1.753 -1.36
H -2.648 2.772 -3.272 0.38
H -1.429 1.797 -4.079 0.23
H -1.967 4.768 -4.599 0.32
H -2.598 3.443 -5.559 0.41
H 0.314 4.349 -5.386 0.18
H -0.726 4.257 -6.791 0.47
H -0.152 2.764 -6.045 0.19
```

Summary:
* energy above the lowest of the compared OMol25 structures with the same formula, charge and spin: 1.088 eV
* maximum force: 2.586 eV Å⁻¹
* 2S+1: 2
* E_tot: -6388.8311 Ha
* expectation value of S²: 0.761
* total charge: +1
* E_LUMO (alpha / beta): -3.47 / -3.61 eV



Below is C39H40N5O10Ta as an isolated structure at a distorted geometry, with properties calculated with ωB97M-V/def2-TZVPD.

Structure (XYZ):
```
95
Properties=species:S:1:pos:R:3:mulliken_charge:R:1
Ta 0.262 1.225 -1.199 1.38
O 2.480 0.130 -4.551 -0.67
C 1.676 0.665 -3.836 0.17
O 1.527 0.443 -2.540 -0.71
C 0.673 1.679 -4.281 0.83
C 0.502 2.153 -5.568 -0.92
C -0.517 3.073 -5.791 -0.33
C -1.324 3.477 -4.738 -0.98
C -1.068 2.946 -3.486 0.98
N -0.092 2.076 -3.274 -0.16
C -1.830 3.212 -2.230 -0.21
O -2.763 3.963 -2.146 -0.67
O -1.330 2.495 -1.246 -0.42
H 1.153 1.795 -6.352 0.56
H -0.683 3.464 -6.786 0.47
H -2.136 4.177 -4.859 0.54
N 2.898 -2.644 -0.933 -0.34
C 3.047 -3.828 -0.092 -0.79
C 2.571 -3.606 1.341 -0.57
C 1.069 -3.437 1.585 -0.47
N 0.614 -2.064 1.374 -0.12
H 3.263 -2.806 -1.866 0.25
H 3.424 -1.871 -0.546 0.08
H 4.085 -4.188 -0.050 0.46
H 2.456 -4.631 -0.544 0.30
H 3.090 -2.734 1.756 0.16
H 2.912 -4.468 1.924 0.42
H 0.850 -3.797 2.601 0.49
H 0.511 -4.082 0.899 0.12
H 0.969 -1.466 2.111 0.08
H -0.398 -1.997 1.401 0.06
O 5.621 2.082 -0.259 -0.70
C 5.175 1.480 0.853 0.38
C 6.094 1.243 1.880 -0.79
C 5.673 0.655 3.052 -0.37
C 4.341 0.282 3.245 -1.28
C 3.442 0.492 2.222 0.25
C 3.843 1.080 1.020 -0.36
C 2.886 1.292 -0.072 1.47
O 3.111 2.012 -1.040 -0.93
O 1.717 0.675 0.052 0.85
H 4.840 2.259 -0.826 0.38
H 7.121 1.540 1.731 0.47
H 6.395 0.488 3.843 0.38
H 4.025 -0.167 4.174 0.45
H 2.403 0.209 2.326 0.22
C -1.650 -5.522 -1.156 -0.52
C -2.379 -4.501 -0.561 -0.94
C -1.931 -3.192 -0.634 0.00
C -0.740 -2.900 -1.295 -0.25
C 0.001 -3.931 -1.868 -0.45
C -0.460 -5.236 -1.813 -0.79
C -0.211 -1.527 -1.324 -1.22
C -0.935 -0.412 -1.524 0.81
C -2.343 -0.360 -1.994 0.20
C -3.351 0.301 -1.301 0.78
C -4.641 0.346 -1.805 -0.66
C -4.945 -0.267 -3.013 -0.67
C -3.946 -0.923 -3.715 -0.84
C -2.655 -0.967 -3.210 -0.65
H -2.002 -6.543 -1.100 0.40
H -3.300 -4.726 -0.041 0.44
H -2.492 -2.389 -0.175 0.43
H 0.938 -3.700 -2.358 0.51
H 0.114 -6.029 -2.273 0.46
H 0.850 -1.472 -1.081 0.80
H -3.130 0.768 -0.352 -0.03
H -5.409 0.867 -1.250 0.49
H -5.952 -0.230 -3.406 0.40
H -4.169 -1.406 -4.657 0.43
H -1.876 -1.475 -3.766 0.44
C -3.728 2.781 2.247 -1.01
C -3.050 1.955 3.331 -1.17
C -1.533 1.832 3.128 2.46
C -0.871 0.953 4.221 -0.96
C -1.176 1.318 5.665 -1.46
C -0.929 3.226 3.190 -0.43
O -1.146 3.998 4.091 -0.65
N -0.075 3.592 2.160 0.21
C 0.097 2.856 1.027 0.34
O 0.818 3.253 0.087 -0.81
N -0.490 1.661 0.865 0.79
C -1.288 1.086 1.803 -0.48
O -1.796 -0.006 1.636 -0.65
H -4.812 2.747 2.349 0.49
H -3.487 2.424 1.244 0.04
H -3.433 3.830 2.302 0.32
H -3.450 0.940 3.348 0.42
H -3.225 2.408 4.306 0.50
H 0.213 0.964 4.060 0.17
H -1.206 -0.065 4.012 0.41
H -0.983 2.367 5.879 0.32
H -0.553 0.716 6.326 0.47
H -2.214 1.108 5.917 0.30
H 0.352 4.507 2.200 0.37
```

Summary:
* energy above the lowest of the compared OMol25 structures with the same formula, charge and spin: 1.577 eV
* maximum force: 1.002 eV Å⁻¹
* E_tot: -2593.6389 Ha
* E_LUMO: -1.47 eV



Below is C39H41As2F6N7Pt as an isolated structure at a distorted geometry, with properties calculated with ωB97M-V/def2-TZVPD.

Structure (XYZ):
```
96
Properties=species:S:1:pos:R:3:mulliken_charge:R:1
Pt 0.222 0.522 1.353 1.09
C -6.648 -0.157 -1.740 -1.68
C -5.151 -0.183 -1.630 0.47
C -4.343 0.385 -2.602 -1.12
C -2.954 0.423 -2.506 0.84
C -2.246 1.105 -3.656 -1.59
C -2.353 -0.155 -1.371 1.06
As -0.441 -0.100 -1.035 0.77
N -0.259 1.586 -0.158 0.47
C -0.574 2.924 -0.340 0.25
C 0.246 3.882 0.273 0.13
C -0.024 5.227 0.114 -0.84
C -1.117 5.631 -0.647 -0.70
C -1.927 4.684 -1.262 -0.78
C -1.658 3.334 -1.122 -0.70
C 0.514 0.003 -2.696 0.39
C 1.432 0.989 -3.059 0.64
C 1.914 2.104 -2.169 -1.58
C 1.961 0.933 -4.348 -0.97
C 1.659 -0.083 -5.240 0.39
C 2.215 -0.094 -6.636 -1.58
C 0.845 -1.119 -4.795 -0.92
C 0.276 -1.108 -3.533 0.29
C -0.547 -2.302 -3.111 -1.66
C -3.147 -0.784 -0.394 0.46
C -2.592 -1.517 0.804 -1.36
C -4.527 -0.769 -0.538 -1.13
H -6.971 0.211 -2.712 0.39
H -7.074 0.495 -0.975 0.33
H -7.070 -1.151 -1.592 0.39
H -4.805 0.827 -3.479 0.39
H -2.930 1.811 -4.125 0.51
H -1.947 0.381 -4.416 0.41
H -1.353 1.650 -3.367 0.23
H 1.121 3.552 0.817 0.62
H 0.623 5.961 0.574 0.48
H -1.330 6.685 -0.766 0.43
H -2.775 5.000 -1.855 0.48
H -2.304 2.598 -1.572 0.41
H 1.989 1.806 -1.124 0.01
H 1.263 2.979 -2.227 0.33
H 2.905 2.414 -2.493 0.59
H 2.656 1.709 -4.648 0.42
H 2.842 0.776 -6.823 0.36
H 1.407 -0.094 -7.370 0.35
H 2.812 -0.990 -6.811 0.36
H 0.656 -1.967 -5.444 0.43
H -0.587 -3.034 -3.914 0.47
H -1.578 -2.045 -2.860 0.34
H -0.107 -2.801 -2.241 0.31
H -1.769 -2.183 0.537 0.31
H -3.376 -2.123 1.255 0.50
H -2.218 -0.837 1.571 0.11
H -5.131 -1.250 0.223 0.46
N 1.647 4.167 4.792 -0.35
C 0.603 3.579 4.181 -0.03
C 0.854 2.515 3.288 -0.50
N -0.159 1.881 2.717 1.13
C -1.426 2.298 2.945 -0.44
C -1.617 3.379 3.776 -0.68
N -0.632 4.022 4.399 -0.61
H 2.557 3.734 4.762 0.22
H 1.463 4.874 5.483 0.28
H 1.858 2.194 3.068 0.44
H -2.231 1.764 2.465 0.52
H -2.622 3.738 3.954 0.40
C -0.107 -2.090 4.769 -1.10
C 0.016 -0.957 3.999 -0.01
N 0.313 -1.031 2.692 0.99
C 0.471 -2.239 2.125 -0.19
C 0.296 -3.427 2.813 -0.09
C 0.016 -3.333 4.169 -0.56
C 0.250 -4.740 2.115 -1.12
C 1.141 -5.352 1.336 -0.66
C 2.495 -4.933 0.919 1.08
C 3.304 -5.834 0.246 -0.81
C 4.573 -5.405 -0.102 -0.22
N 5.014 -4.184 0.180 -0.56
C 4.151 -3.395 0.820 -0.27
N 2.913 -3.697 1.203 -0.16
H -0.307 -1.995 5.826 0.50
H -0.092 0.030 4.418 0.24
H 0.758 -2.251 1.084 0.90
H -0.112 -4.235 4.756 0.56
H -0.676 -5.279 2.293 0.46
H 0.857 -6.334 0.972 0.34
H 2.964 -6.833 0.008 0.39
H 5.258 -6.061 -0.628 0.41
H 4.489 -2.394 1.054 0.49
F 2.766 0.469 2.116 -0.63
As 3.755 0.276 3.592 1.98
F 2.326 0.647 4.540 -0.44
F 3.304 -1.387 3.639 -0.44
F 4.696 0.145 5.013 -0.48
F 5.110 -0.063 2.593 -0.48
F 4.044 1.996 3.498 -0.52
```

Summary:
* energy above the lowest of the compared OMol25 structures with the same formula, charge and spin: 0.455 eV
* maximum force: 2.117 eV Å⁻¹
* 2S+1: 2
* E_tot: -7083.9991 Ha
* expectation value of S²: 0.775
* total charge: +1
* E_LUMO (alpha / beta): -3.58 / -5.01 eV



Below is C39H41NO2P2V as an isolated structure at a distorted geometry, with properties calculated with ωB97M-V/def2-TZVPD.

Structure (XYZ):
```
86
Properties=species:S:1:pos:R:3:mulliken_charge:R:1
V 0.204 0.110 2.388 0.28
C -1.587 0.842 -4.843 -0.43
C -1.595 -0.433 -4.432 -0.38
C -0.749 -1.570 -4.939 -0.49
C 0.605 -1.187 -5.576 -1.07
C 1.513 -0.352 -4.713 -0.17
C 1.531 0.982 -4.618 -0.48
C 0.672 1.976 -5.348 -0.69
C -0.687 1.463 -5.877 -0.95
C 1.864 0.460 3.738 -1.46
H -2.361 1.524 -4.466 0.39
H -2.370 -0.749 -3.725 0.51
H -1.307 -2.150 -5.695 0.38
H -0.577 -2.262 -4.099 0.26
H 1.132 -2.129 -5.806 0.44
H 0.419 -0.702 -6.540 0.31
H 2.288 -0.933 -4.193 0.50
H 2.320 1.461 -4.028 0.51
H 1.221 2.386 -6.214 0.35
H 0.501 2.831 -4.673 0.31
H -1.216 2.334 -6.300 0.44
H -0.511 0.779 -6.715 0.32
H 1.451 1.404 4.143 0.49
H 2.925 0.567 3.486 0.63
H 1.697 -0.388 4.426 0.40
P -1.213 -0.584 0.758 1.92
P 1.884 0.025 0.835 2.08
C -0.233 -0.784 -0.740 -0.97
C 1.111 -0.616 -0.670 -0.81
C -2.161 -2.120 0.958 0.10
C -2.536 -2.882 -0.149 -0.26
C -3.287 -4.046 0.034 -0.59
C -3.658 -4.449 1.322 -0.67
C -3.261 -3.691 2.429 -0.62
C -2.488 -2.547 2.251 -0.41
C -2.428 0.750 0.393 0.84
C -1.978 2.073 0.382 -0.15
C -2.888 3.107 0.171 -0.77
C -4.244 2.825 -0.041 -0.69
C -4.685 1.496 -0.035 -0.74
C -3.779 0.459 0.190 -0.54
C 3.405 -0.987 1.034 0.55
C 3.248 -2.266 1.583 -0.58
C 4.365 -3.077 1.778 -0.66
C 5.644 -2.615 1.442 -0.57
C 5.796 -1.335 0.900 -0.64
C 4.681 -0.517 0.696 -0.35
C 2.487 1.696 0.374 0.67
C 2.662 2.645 1.389 -0.47
C 3.152 3.910 1.065 -0.79
C 3.422 4.242 -0.267 -0.67
C 3.211 3.299 -1.281 -0.41
C 2.739 2.025 -0.961 -0.15
H -0.743 -1.018 -1.683 0.24
H 1.789 -0.849 -1.500 0.80
H -2.238 -2.562 -1.150 0.32
H -3.591 -4.631 -0.831 0.46
H -4.249 -5.355 1.466 0.41
H -3.556 -3.987 3.433 0.46
H -2.130 -1.976 3.112 0.09
H -0.919 2.288 0.571 0.23
H -2.543 4.138 0.187 0.48
H -4.954 3.641 -0.190 0.45
H -5.736 1.268 -0.194 0.46
H -4.122 -0.577 0.217 0.43
H 2.248 -2.618 1.858 0.32
H 4.241 -4.070 2.202 0.43
H 6.520 -3.242 1.616 0.41
H 6.785 -0.961 0.644 0.43
H 4.804 0.483 0.280 0.40
H 2.431 2.385 2.423 0.23
H 3.325 4.639 1.854 0.44
H 3.790 5.238 -0.520 0.41
H 3.415 3.548 -2.321 0.50
H 2.564 1.284 -1.743 0.12
O -2.175 1.994 3.599 -0.57
C -2.081 0.998 4.305 0.13
C -2.926 0.645 5.538 -0.60
C -2.205 -0.531 6.172 -0.44
C -1.095 -0.891 5.172 -0.03
O -0.283 -1.801 5.270 -0.60
N -1.144 0.006 4.112 0.34
H -3.021 1.504 6.211 0.36
H -3.934 0.367 5.202 0.27
H -1.745 -0.269 7.133 0.35
H -2.874 -1.385 6.335 0.30
```

Summary:
* energy above the lowest of the compared OMol25 structures with the same formula, charge and spin: 0.409 eV
* maximum force: 8.371 eV Å⁻¹
* 2S+1: 2
* E_tot: -3341.9566 Ha
* expectation value of S²: 1.005
* total charge: +2
* E_LUMO (alpha / beta): -8.93 / -9.28 eV